Entry 1:
ORCA calculation (ωB97M-V/def2-TZVPD) on the molecule C7H15NO.

```
24
C7H15NO ωB97M-V/def2-TZVPD
C -0.824 0.135 -0.400
C 0.883 0.332 1.735
C 1.141 -1.576 0.284
C -1.754 -0.357 0.653
C -0.883 1.637 -0.583
C -0.808 -0.599 -1.721
N 0.799 -0.147 0.390
C 2.005 0.776 0.054
O 3.013 0.341 -0.445
H 1.359 -0.334 2.441
H 0.675 1.373 1.936
H 1.765 1.844 0.100
H 0.349 -2.160 0.751
H 1.294 -1.825 -0.760
H 2.070 -1.774 0.816
H -1.229 -0.152 1.625
H -2.704 0.176 0.650
H -1.956 -1.425 0.580
H -1.850 1.914 -1.011
H -0.106 1.994 -1.261
H -0.787 2.156 0.371
H -1.670 -0.291 -2.320
H -0.876 -1.679 -1.594
H 0.093 -0.360 -2.291
```

As for the spin multiplicity: 1. For the highest occupied orbital energy, the calculation gives -6.69 eV. The total charge is 0. For the frontier orbital gap, the calculation gives 7.40 eV.

Atomic partial charges in e from the Löwdin method, atoms 1 to 4: atom 1 (C): -0.4475, atom 2 (C): -0.0955, atom 3 (C): -0.0341, atom 4 (C): -0.0665

Entry 2:
ORCA calculation (ωB97M-V/def2-TZVPD) on a structure of composition C33H41N2O4P2S3W.

```
86
C33H41N2O4P2S3W ωB97M-V/def2-TZVPD
W -0.470 0.350 0.014
N 0.524 -1.636 -0.734
C 1.559 -2.288 0.040
C 1.736 -3.660 -0.013
C 2.776 -4.242 0.696
C 3.643 -3.454 1.442
C 3.448 -2.083 1.507
C 2.392 -1.494 0.818
P 1.923 0.252 0.943
C 2.370 0.666 2.651
C 3.058 1.835 2.963
C 3.403 2.109 4.279
C 3.059 1.223 5.289
C 2.365 0.058 4.982
C 2.017 -0.218 3.671
C 3.068 1.184 -0.107
C 4.187 0.591 -0.678
C 5.001 1.324 -1.533
C 4.698 2.647 -1.817
C 3.581 3.244 -1.245
C 2.763 2.516 -0.397
H -0.175 -2.329 -0.998
H 0.921 -1.261 -1.600
H 1.071 -4.270 -0.614
H 2.915 -5.314 0.660
H 4.459 -3.911 1.986
H 4.099 -1.470 2.118
H 3.347 2.524 2.180
H 3.950 3.013 4.512
H 3.332 1.436 6.314
H 2.102 -0.639 5.768
H 1.476 -1.128 3.434
H 4.427 -0.443 -0.462
H 5.874 0.859 -1.973
H 5.334 3.216 -2.483
H 3.345 4.278 -1.464
H 1.877 2.972 0.029
O 0.803 0.760 -1.781
N 0.320 1.413 -2.835
C 1.076 1.413 -3.952
C 0.670 2.083 -5.073
C -0.541 2.777 -5.039
C -1.284 2.779 -3.883
C -0.843 2.094 -2.747
S -1.635 2.204 -1.215
H 1.998 0.859 -3.860
H 1.293 2.069 -5.955
H -0.890 3.312 -5.912
H -2.221 3.314 -3.814
C -1.424 -0.240 4.595
C -1.094 0.347 3.248
S -1.471 -0.599 1.838
C -0.647 1.607 3.059
C -0.367 2.576 4.172
S -0.446 2.222 1.444
H -1.786 -1.262 4.488
H -2.196 0.340 5.104
H -0.546 -0.256 5.243
H -0.574 2.138 5.146
H -0.975 3.476 4.059
H 0.680 2.884 4.151
C -5.845 0.308 -0.402
C -4.368 0.232 -0.104
O -3.737 -0.461 -1.209
P -2.195 -0.808 -1.351
O -1.917 -0.696 -2.911
C -2.803 -1.300 -3.895
C -3.654 -0.240 -4.550
O -2.195 -2.427 -1.226
C -2.864 -3.106 -0.137
C -3.411 -4.414 -0.656
H -6.360 0.807 0.419
H -6.265 -0.692 -0.518
H -6.024 0.873 -1.316
H -4.171 -0.309 0.822
H -3.927 1.225 -0.020
H -3.413 -2.061 -3.407
H -2.150 -1.792 -4.614
H -4.309 0.234 -3.819
H -4.267 -0.693 -5.331
H -3.024 0.522 -5.007
H -3.666 -2.476 0.249
H -2.141 -3.259 0.666
H -4.172 -4.238 -1.416
H -3.860 -4.977 0.163
H -2.614 -5.016 -1.093
```

As for the spin multiplicity: 1. For the highest occupied orbital energy (alpha / beta), the calculation gives -9.24 / -9.24 eV. The total charge is +1. For the frontier orbital gap (alpha / beta), the calculation gives 6.47 / 6.47 eV.

Atomic partial charges in e from the Löwdin method, atoms 1 to 4: atom 1 (W): 0.5355, atom 2 (N): -0.0321, atom 3 (C): -0.2841, atom 4 (C): -0.0109

Entry 3:
ORCA calculation (ωB97M-V/def2-TZVPD) on a cluster of 2 separate species, C2H7OS in total.

```
11
C2H7OS ωB97M-V/def2-TZVPD
O -0.960 2.417 -0.292
H -0.074 2.820 -0.006
C 1.015 -1.046 -0.314
C -0.168 -0.635 0.544
S -1.704 -0.376 -0.461
H 1.857 -1.205 0.343
H 0.640 -1.943 -0.902
H 1.236 -0.188 -0.898
H 0.073 0.435 1.055
H -0.433 -1.453 1.213
H -1.483 1.174 -0.282
```

As for the spin multiplicity: 1. For the highest occupied orbital energy, the calculation gives -3.33 eV. The total charge is -1. For the frontier orbital gap, the calculation gives 7.51 eV.

Atomic partial charges in e from the Löwdin method, atoms 1 to 4: atom 1 (O): -0.5103, atom 2 (H): -0.0578, atom 3 (C): -0.2364, atom 4 (C): -0.7078

Entry 4:
ORCA calculation (ωB97M-V/def2-TZVPD) on the molecule C5H7NO.

```
14
C5H7NO ωB97M-V/def2-TZVPD
O -0.934 2.540 0.296
C -1.177 1.359 0.176
N -0.720 0.381 1.031
C -0.560 -0.993 0.588
C 0.803 -1.267 -0.111
C 1.193 -0.093 -0.900
C 1.423 0.960 -1.440
H -1.845 0.990 -0.634
H -0.048 0.740 1.703
H -1.379 -1.186 -0.112
H -0.690 -1.691 1.424
H 1.583 -1.477 0.635
H 0.736 -2.165 -0.742
H 1.615 1.901 -1.913
```

As for the SMILES: C#CCCNC=O. As for the spin multiplicity: 1. For the highest occupied orbital energy, the calculation gives -9.73 eV. The total charge is 0. For the frontier orbital gap, the calculation gives 10.60 eV.

Atomic partial charges in e from the Löwdin method, atoms 1 to 4: atom 1 (O): 0.0127, atom 2 (C): -0.3886, atom 3 (N): 0.0069, atom 4 (C): -0.1992

Entry 5:
ORCA calculation (ωB97M-V/def2-TZVPD) on a cluster of 2 separate species, C3H7NO3 in total.

```
14
C3H7NO3 ωB97M-V/def2-TZVPD
C 0.427 0.443 1.692
C 0.440 -0.859 0.959
O 1.681 -1.270 0.641
O -0.535 -1.529 0.649
H 1.557 -2.137 0.202
H 1.331 1.015 1.463
H 0.369 0.261 2.767
H -0.430 1.037 1.364
C -0.791 0.491 -1.691
O -1.886 0.302 -0.953
N -0.374 1.675 -1.921
H -1.972 -0.629 -0.676
H 0.486 1.641 -2.476
H -0.305 -0.439 -2.021
```

As for the SMILES: [H]/N=C/O.CC(=O)O. As for the spin multiplicity: 1. For the highest occupied orbital energy, the calculation gives -10.21 eV. The total charge is 0. For the frontier orbital gap, the calculation gives 10.74 eV.

Atomic partial charges in e from the Löwdin method, atoms 1 to 4: atom 1 (C): 0.0197, atom 2 (C): -0.5645, atom 3 (O): 0.0975, atom 4 (O): 0.0500

Entry 6:
ORCA calculation (ωB97M-V/def2-TZVPD) on the ion C3H7N4 with charge +1.

```
14
C3H7N4 ωB97M-V/def2-TZVPD
C 0.440 -1.459 1.484
C -0.399 -0.898 -0.565
C 0.931 1.811 0.392
N 1.042 -0.389 1.452
N -0.462 -1.700 0.398
N 1.172 0.405 0.506
N -0.918 -0.676 -1.756
H 0.704 -2.377 2.120
H 1.318 2.448 1.236
H 1.439 2.007 -0.454
H -0.107 1.972 0.199
H -0.988 -2.682 0.495
H -1.362 -1.369 -2.430
H -0.664 0.176 -2.372
```

As for the spin multiplicity: 1. For the highest occupied orbital energy (alpha / beta), the calculation gives -13.39 / -13.39 eV. The total charge is +1. For the frontier orbital gap (alpha / beta), the calculation gives 8.35 / 8.35 eV.

Atomic partial charges in e from the Löwdin method, atoms 1 to 4: atom 1 (C): -0.1125, atom 2 (C): -0.1590, atom 3 (C): -0.0299, atom 4 (N): 0.0303

Values for energy relative to the best compared isomer or geometry (same formula, charge and spin), eV, ordered as above
4.338, 0.473, 1.482, 1.933, 1.148, 5.051